Density functional theory data (ωB97M-V/def2-TZVPD) for a structure of composition C11H10IrO8S6 at a distorted geometry.

Values from the calculation:
Net charge: -1
<S²>: 6.019
HOMO energy (spin up / spin down), eV: -4.375 / -5.647
LUMO level (spin up / spin down), Ha: 0.0979 / 0.0318
Gap between HOMO and LUMO (spin up / spin down), eV: 7.0 / 6.5
Multiplicity: 5

Last column: Löwdin spin population.
Positions of all 36 atoms, in Å:
Ir: 0.76 0.20 0.79  2.45
O: -0.59 1.35 -2.98  0.01
S: -0.02 1.43 -1.66  0.01
O: 1.21 0.63 -1.52  0.06
O: -0.98 1.04 -0.60  0.06
C: 0.37 3.17 -1.41  0.00
C: -0.07 4.00 -2.44  0.00
C: 0.12 5.37 -2.38  0.00
C: 0.76 5.93 -1.29  0.00
C: 1.21 5.12 -0.26  0.00
C: 1.02 3.74 -0.31  0.00
S: 1.60 2.85 1.15  0.01
O: 2.47 1.77 0.69  0.08
O: 2.26 3.83 1.97  0.02
O: 0.38 2.28 1.75  0.08
H: -0.55 3.54 -3.28  0.00
H: -0.22 6.00 -3.19  0.00
H: 0.92 7.00 -1.23  0.00
H: 1.72 5.52 0.60  0.00
O: 0.31 -5.55 4.56  0.03
C: 0.44 -4.48 4.03  0.01
S: 1.89 -4.00 3.14  0.02
C: 1.34 -2.41 2.64  0.15
C: 0.06 -2.05 3.03  0.14
S: -0.70 -0.57 2.69  0.39
S: -0.82 -3.24 3.97  0.02
S: 2.41 -1.43 1.74  0.37
C: -0.19 -2.51 -2.62  0.00
C: 0.36 -2.62 -1.21  0.01
O: -0.34 -1.75 -0.31  0.08
H: 0.36 -3.18 -3.29  0.00
H: -0.09 -1.49 -2.98  0.00
H: -1.25 -2.79 -2.65  0.00
H: 1.42 -2.37 -1.20  0.00
H: 0.24 -3.64 -0.82  0.00
H: -0.86 -1.12 -0.82  0.00

Density functional theory data (ωB97M-V/def2-TZVPD) for a structure of composition C11H10N2O4Zn at a distorted geometry.

Values from the calculation:
Net charge: +2
HOMO energy, eV: -15.371
LUMO level, Ha: -0.2944
Gap between HOMO and LUMO, eV: 7.4
Energy relative to the best compared isomer or geometry (same formula, charge and spin), kcal/mol: 0.00
Multiplicity: 1

Last column: Mulliken charge in e.
Positions of all 28 atoms, in Å:
Zn: -0.03 -0.04 -0.16  1.53
O: 0.28 3.27 -1.32  -0.13
C: 0.14 2.25 -0.82  0.09
C: -0.13 -2.28 -0.93  0.07
O: -0.20 -3.30 -1.45  -0.13
C: 1.96 -0.01 -0.96  0.10
O: 3.00 0.07 -1.45  -0.16
C: -1.99 0.04 -1.02  0.07
O: -2.99 0.10 -1.58  -0.16
C: 0.02 0.66 -3.05  -0.91
H: -0.87 1.29 -3.15  0.46
H: 0.98 1.20 -3.14  0.51
C: -0.04 -0.68 -3.11  -0.89
H: 0.86 -1.30 -3.27  0.45
H: -0.98 -1.21 -3.29  0.50
N: -0.03 -0.15 6.01  -0.43
C: -0.03 -0.12 4.66  1.21
C: 0.84 -0.95 3.92  -0.84
C: 0.78 -0.92 2.53  -0.10
N: -0.03 -0.05 1.88  -0.12
C: -0.84 0.78 2.57  -0.11
C: -0.89 0.76 3.96  -0.83
H: 0.60 -0.76 6.52  0.21
H: -0.66 0.43 6.55  0.21
H: 1.52 -1.63 4.45  0.35
H: 1.42 -1.56 1.91  0.34
H: -1.46 1.47 1.98  0.34
H: -1.57 1.40 4.52  0.35

Density functional theory data (ωB97M-V/def2-TZVPD) for the molecule C11H10O3 at a distorted geometry.

Values from the calculation:
SMILES string: OC(O)(c1ccccc1)c1ccco1
HOMO energy, eV: -8.665
LUMO level, Ha: 0.0285
Gap between HOMO and LUMO, eV: 9.4
Energy relative to the best compared isomer or geometry (same formula, charge and spin), kcal/mol: 23.65
Multiplicity: 1

Last column: Mulliken charge in e.
Positions of all 24 atoms, in Å:
C: 1.35 -0.21 -3.20  -0.12
C: 1.68 -1.08 -2.28  -0.87
C: 0.21 0.60 -3.12  -0.70
C: 0.61 0.70 3.44  -0.37
C: 0.93 -1.14 -1.07  0.26
C: -0.53 0.47 -1.98  -0.03
C: 0.43 -0.35 2.50  -0.44
C: -0.07 1.77 3.02  -0.50
C: -0.16 -0.32 -0.89  -0.01
C: -0.46 0.20 1.55  0.09
C: -1.10 -0.42 0.31  0.83
O: -0.78 1.48 1.93  -0.37
O: -1.29 -1.79 0.70  -0.52
O: -2.33 0.25 0.04  -0.61
H: 1.91 0.06 -4.06  0.39
H: 2.74 -1.57 -2.27  0.22
H: 0.00 1.34 -3.93  0.34
H: 1.27 0.53 4.35  0.33
H: 1.08 -1.65 -0.06  0.20
H: -1.44 1.18 -1.80  0.19
H: 0.65 -1.33 2.49  0.60
H: -0.35 2.67 3.65  0.32
H: -1.83 -2.30 -0.02  0.41
H: -2.50 0.93 0.69  0.36

Density functional theory data (ωB97M-V/def2-TZVPD) for a structure of composition C11H11Br3N2 at a distorted geometry.

Values from the calculation:
HOMO energy, eV: -9.558
LUMO level, Ha: -0.0068
Gap between HOMO and LUMO, eV: 9.4
Energy relative to the best compared isomer or geometry (same formula, charge and spin), kcal/mol: 10.90
Multiplicity: 1

Last column: Mulliken charge in e.
Positions of all 27 atoms, in Å:
N: -3.17 4.75 0.03  -0.57
C: -2.19 5.62 0.36  -0.16
C: -0.82 5.31 0.41  -0.66
C: -0.52 4.00 0.04  0.27
C: -1.56 3.12 -0.24  -0.11
C: -2.85 3.53 -0.20  -0.28
H: -2.60 6.59 0.55  0.38
H: -0.04 6.00 0.58  0.41
H: 0.48 3.56 -0.02  0.10
H: -1.35 2.09 -0.48  0.24
H: -3.65 2.83 -0.40  0.35
N: -0.20 -3.30 0.62  -0.50
C: 1.01 -3.81 0.70  -0.08
C: 1.43 -5.02 0.25  -0.31
C: 0.44 -5.90 -0.22  -0.16
C: -0.89 -5.51 -0.16  -0.43
C: -1.13 -4.16 0.26  -0.13
H: 1.94 -3.22 1.06  0.22
H: 2.39 -5.48 0.29  0.38
H: 0.74 -6.91 -0.62  0.30
H: -1.68 -6.12 -0.53  0.38
H: -2.16 -3.86 0.28  0.36
C: 3.41 1.32 -0.59  -0.35
Br: 4.38 -0.32 -0.87  -0.04
Br: 3.39 1.86 1.29  -0.01
Br: 1.55 0.94 -1.09  -0.01
H: 3.64 2.09 -1.29  0.42

Density functional theory data (ωB97M-V/def2-TZVPD) for a structure of composition C11H11ClN2O2Zr at a distorted geometry.

Values from the calculation:
Net charge: +2
HOMO energy, eV: -17.176
LUMO level, Ha: -0.3361
Gap between HOMO and LUMO, eV: 8.0
Energy relative to the best compared isomer or geometry (same formula, charge and spin), kcal/mol: 0.00
Multiplicity: 1

Last column: Mulliken charge in e.
Positions of all 28 atoms, in Å:
Cl: -1.87 0.38 -2.22  -0.34
C: 0.13 1.93 1.15  -0.38
C: 0.31 0.73 1.89  -0.16
C: -0.95 0.02 1.92  -1.62
H: 1.18 0.43 2.45  0.50
C: -1.94 0.87 1.28  1.08
C: -1.25 2.03 0.77  -0.45
H: -1.76 2.89 0.28  0.42
H: 0.86 2.71 1.02  0.45
H: -1.14 -0.96 2.29  0.73
C: -3.38 0.53 1.17  -1.35
Zr: -0.23 0.02 -0.31  1.34
C: -0.57 -2.47 0.09  0.34
O: -0.30 -3.58 0.02  -0.04
C: 0.47 0.83 -2.69  0.24
O: 0.70 0.90 -3.81  -0.11
H: -3.46 -0.54 1.21  0.35
H: -3.80 0.82 0.21  0.33
H: -4.08 0.87 1.92  0.34
N: 3.12 0.43 0.36  -0.24
C: 4.29 -0.01 -0.15  -0.02
C: 3.97 -0.79 -1.24  -0.88
C: 2.60 -0.78 -1.35  -0.34
N: 2.04 -0.03 -0.38  0.14
H: 3.07 1.02 1.20  0.19
H: 5.25 0.22 0.27  0.49
H: 4.68 -1.28 -1.87  0.44
H: 2.01 -1.26 -2.09  0.53

Density functional theory data (ωB97M-V/def2-TZVPD) for a structure of composition C11H11CoN3O4S3 at a distorted geometry.

Values from the calculation:
Net charge: -1
<S²>: 6.024
HOMO energy (spin up / spin down), eV: -4.687 / -5.650
LUMO level (spin up / spin down), Ha: 0.0966 / 0.0433
Gap between HOMO and LUMO (spin up / spin down), eV: 7.3 / 6.8
Energy relative to the best compared isomer or geometry (same formula, charge and spin), kcal/mol: 0.00
Multiplicity: 5

Last column: Löwdin spin population.
Positions of all 33 atoms, in Å:
Co: -0.77 -0.99 -0.32  2.68
C: 2.56 -0.74 -2.39  0.00
C: 2.51 -0.77 -0.90  0.00
N: 1.42 -0.87 -0.18  0.03
C: 1.79 -0.82 1.13  0.00
C: 3.15 -0.70 1.21  0.00
N: 3.58 -0.67 -0.09  0.00
C: 4.08 -0.61 2.35  0.00
O: 3.53 -0.62 3.54  0.00
O: 5.28 -0.53 2.15  0.00
C: 0.72 -0.82 2.18  0.01
O: 1.08 -0.74 3.38  0.00
O: -0.45 -0.88 1.74  0.05
H: 1.54 -0.69 -2.76  0.00
H: 3.04 -1.64 -2.78  0.00
H: 3.11 0.13 -2.74  0.00
H: 4.56 -0.58 -0.33  0.00
H: 2.50 -0.73 3.48  0.00
C: -4.83 1.33 -0.26  0.01
C: -3.41 0.85 -0.40  0.15
S: -3.18 -0.83 -0.26  0.36
C: -2.37 1.75 -0.64  0.20
C: -2.61 3.24 -0.64  0.02
S: -0.75 1.29 -0.93  0.31
H: -5.50 0.47 -0.26  0.00
H: -5.12 1.99 -1.09  0.00
H: -4.97 1.88 0.67  0.00
H: -3.65 3.51 -0.78  0.00
H: -2.01 3.71 -1.43  0.01
H: -2.27 3.65 0.31  0.01
S: -0.71 -2.40 -2.26  0.08
C: -0.88 -3.25 -0.83  0.00
N: -0.99 -3.94 0.10  0.06

Density functional theory data (ωB97M-V/def2-TZVPD) for a structure of composition C11H11F3O15Pb at a distorted geometry.

Values from the calculation:
HOMO energy, eV: -8.488
LUMO level, Ha: 0.0055
Gap between HOMO and LUMO, eV: 8.6
Multiplicity: 1

Last column: Mulliken charge in e.
Positions of all 41 atoms, in Å:
Pb: 17.40 -5.35 15.74  1.49
O: 18.11 -6.74 19.75  -0.47
C: 18.12 -6.32 18.49  0.95
O: 17.96 -7.12 17.53  -0.76
O: 18.25 -5.10 18.20  -0.76
H: 18.06 -7.69 19.53  0.32
O: 19.07 -1.89 13.51  -0.48
C: 18.44 -2.82 14.24  0.97
O: 19.07 -3.91 14.47  -0.80
O: 17.29 -2.73 14.74  -0.73
H: 19.93 -2.34 13.41  0.32
C: 18.38 -10.14 12.35  -0.53
C: 19.81 -9.56 12.38  0.26
O: 19.61 -8.57 13.35  -0.27
C: 18.32 -8.15 13.29  0.30
O: 17.88 -7.20 13.87  -0.25
O: 17.65 -8.93 12.41  -0.28
F: 19.93 -8.95 11.16  -0.28
H: 18.18 -10.80 13.20  0.33
H: 18.19 -10.62 11.39  0.30
H: 20.59 -10.30 12.52  0.38
C: 15.55 -6.45 10.80  -0.14
C: 15.98 -5.03 10.68  0.17
O: 16.30 -4.67 11.98  -0.20
C: 15.46 -5.39 12.80  0.59
O: 15.32 -5.25 13.98  -0.48
O: 14.92 -6.43 12.14  -0.32
F: 15.00 -4.26 10.14  -0.30
H: 16.45 -7.06 10.89  0.02
H: 14.97 -6.87 9.99  0.36
H: 16.94 -4.87 10.17  0.33
C: 12.24 -7.24 18.14  -0.37
C: 12.22 -5.81 18.76  0.26
O: 13.23 -5.09 18.05  -0.25
C: 14.09 -5.99 17.58  0.46
O: 15.11 -5.72 17.02  -0.45
O: 13.66 -7.25 17.89  -0.31
F: 12.35 -5.89 20.10  -0.27
H: 11.76 -7.27 17.15  0.28
H: 11.88 -8.05 18.75  0.30
H: 11.25 -5.36 18.53  0.30

Density functional theory data (ωB97M-V/def2-TZVPD) for the ion C11H11F7O3PS with charge +1 at a distorted geometry.

Values from the calculation:
Net charge: +1
HOMO energy, eV: -12.415
LUMO level, Ha: -0.1620
Gap between HOMO and LUMO, eV: 8.0
Multiplicity: 1

Last column: Mulliken charge in e.
Positions of all 34 atoms, in Å:
C: 1.76 2.79 0.55  -1.08
P: 0.65 1.36 0.43  0.28
C: -0.91 1.69 -0.52  -0.59
O: -1.93 1.85 0.43  -0.37
C: -2.98 0.93 0.28  0.25
C: -3.24 0.12 1.36  -0.20
C: -4.27 -0.79 1.33  -0.64
C: -5.05 -0.84 0.20  -0.34
C: -4.79 -0.04 -0.88  -0.67
C: -3.76 0.86 -0.85  -0.07
S: 1.73 -0.18 -0.68  1.17
O: 0.73 -0.98 -1.31  -0.59
O: 2.63 0.51 -1.55  -0.60
C: 2.61 -1.18 0.62  0.45
F: 1.75 -2.06 1.10  -0.24
F: 2.86 -0.30 1.62  -0.26
C: 4.00 -1.80 0.20  0.66
F: 4.21 -2.80 1.08  -0.25
F: 4.94 -0.88 0.41  -0.24
C: 4.06 -2.44 -1.23  0.63
F: 2.89 -2.94 -1.60  -0.23
F: 4.57 -1.61 -2.12  -0.20
F: 4.92 -3.47 -1.15  -0.24
H: 2.67 2.46 1.07  0.42
H: 1.31 3.63 1.09  0.42
H: 2.06 3.07 -0.47  0.42
H: 0.35 0.82 1.69  0.18
H: -1.11 0.93 -1.29  0.54
H: -0.75 2.66 -1.02  0.42
H: -2.64 0.15 2.26  0.35
H: -4.46 -1.41 2.21  0.40
H: -5.89 -1.54 0.19  0.38
H: -5.40 -0.07 -1.78  0.38
H: -3.53 1.52 -1.68  0.47

Density functional theory data (ωB97M-V/def2-TZVPD) for a cluster of 2 separate species, C11H11FN2S in total at a distorted geometry.

Values from the calculation:
HOMO energy (spin up / spin down), eV: -7.784 / -7.784
LUMO level (spin up / spin down), Ha: -0.0227 / -0.0228
Gap between HOMO and LUMO (spin up / spin down), eV: 7.2 / 7.2
Energy relative to the best compared isomer or geometry (same formula, charge and spin), kcal/mol: 70.17
Multiplicity: 1

Last column: Mulliken charge in e.
Positions of all 26 atoms, in Å:
C: -0.78 0.43 -1.97  0.77
C: -2.68 -0.75 2.55  -0.58
C: -2.96 0.24 1.62  -0.83
C: -1.79 -1.76 2.21  -0.63
C: -2.24 0.41 0.48  -0.57
C: -1.18 -1.74 1.00  -0.55
C: -1.41 -0.67 0.15  0.24
C: 1.14 0.38 0.05  0.23
C: 2.12 0.14 -2.12  -1.08
C: 3.11 1.50 -0.29  -1.11
C: -0.65 -0.61 -1.10  0.35
N: -0.83 1.24 -2.79  -0.56
N: 2.12 0.60 -0.76  0.12
F: -0.16 -1.80 -1.54  -0.43
S: 0.94 0.72 1.61  -0.26
H: -3.12 -0.71 3.47  0.52
H: -3.68 0.90 1.82  0.54
H: -1.72 -2.54 2.87  0.53
H: -2.32 1.16 -0.17  0.64
H: -0.44 -2.48 0.68  0.34
H: 1.74 0.99 -2.66  0.50
H: 3.09 0.07 -2.41  0.44
H: 1.63 -0.84 -2.30  0.24
H: 3.66 1.69 -1.11  0.43
H: 2.64 2.36 0.21  0.40
H: 3.78 1.05 0.50  0.28